Entry 1:
{"formula": "C5H11NO2", "method": "ωB97M-V/def2-TZVPD", "symbols": ["C", "C", "C", "C", "C", "O", "O", "N", "H", "H", "H", "H", "H", "H", "H", "H", "H", "H", "H"], "positions_angstrom": [[0.48569, 0.18322, 1.01824], [0.79414, -1.03318, -0.51011], [-0.51737, -0.56455, 1.85913], [-0.38413, -1.34685, -1.25387], [-0.08172, 1.59184, -0.31893], [0.11593, 1.60194, 1.01224], [0.87533, 2.22987, -1.04272], [-1.17622, 1.18303, -0.91224], [1.53418, 2.58980, -0.43303], [1.50251, 0.15996, 1.41100], [-1.21665, 1.52575, -1.86695], [1.57049, -0.48890, -1.03981], [1.17816, -1.78967, 0.16545], [-0.17815, -1.58061, 2.06089], [-0.66314, -0.05521, 2.81469], [-1.47929, -0.61245, 1.34718], [-0.29402, -1.32968, -2.33536], [-1.01149, -2.14147, -0.86267], [-1.05425, -0.12283, -1.11314]], "forces_ev_per_a": [[0.6172, -1.8471, -0.0304], [0.1862, 1.8318, 1.7178], [0.0573, 0.1701, 0.0191], [-1.7594, 1.6263, -0.3159], [-1.1637, 1.2524, -1.3506], [-0.0700, -0.7720, -1.0051], [-0.1038, -0.1935, 0.2660], [0.8855, 1.3914, 1.1508], [-0.0766, -0.0402, 0.0115], [-0.0750, -0.0915, -0.0020], [0.2523, -0.1262, -0.0470], [0.1366, -0.2433, -0.0612], [0.2043, 0.0393, 0.0109], [0.0179, -0.0118, -0.0549], [-0.0236, 0.0092, -0.0137], [0.0011, -0.0027, -0.0143], [0.1225, -0.2945, -0.0380], [0.0873, -0.1247, -0.1383], [0.7039, -2.5728, -0.1047]], "nbo_charge": [0.036, -0.320, -0.656, -0.754, 0.823, -0.527, -0.682, -0.795, 0.496, 0.177, 0.382, 0.202, 0.203, 0.213, 0.216, 0.228, 0.220, 0.209, 0.329]}

***

Entry 2:
{"formula": "C41H116N16O20", "method": "ωB97M-V/def2-TZVPD", "symbols": ["C", "O", "C", "C", "N", "C", "C", "O", "C", "H", "H", "H", "H", "H", "H", "H", "H", "H", "H", "H", "H", "H", "H", "H", "C", "O", "C", "C", "N", "C", "C", "O", "C", "H", "H", "H", "H", "H", "H", "H", "H", "H", "H", "H", "H", "H", "H", "H", "C", "O", "C", "C", "N", "C", "C", "O", "C", "H", "H", "H", "H", "H", "H", "H", "H", "H", "H", "H", "H", "H", "H", "H", "C", "O", "C", "C", "N", "C", "C", "O", "C", "H", "H", "H", "H", "H", "H", "H", "H", "H", "H", "H", "H", "H", "H", "H", "C", "O", "C", "C", "N", "C", "C", "O", "C", "H", "H", "H", "H", "H", "H", "H", "H", "H", "H", "H", "H", "H", "H", "H", "C", "O", "C", "C", "N", "C", "C", "O", "C", "H", "H", "H", "H", "H", "H", "H", "H", "H", "H", "H", "H", "H", "H", "H", "C", "O", "N", "N", "H", "H", "H", "H", "C", "O", "N", "N", "H", "H", "H", "H", "C", "O", "N", "N", "H", "H", "H", "H", "C", "O", "N", "N", "H", "H", "H", "H", "C", "O", "N", "N", "H", "H", "H", "H", "O", "H", "H", "O", "H", "H", "O", "H", "H"], "positions_angstrom": [[-0.52293, -4.72088, -4.56603], [-1.46671, -3.85459, -5.17729], [-1.19503, -2.47101, -4.74315], [-2.26646, -1.56145, -5.25916], [-2.10378, -1.33429, -6.71157], [-2.86287, -0.17661, -7.15540], [-3.05909, -0.08141, -8.70037], [-3.46424, -1.23069, -9.28543], [-3.72483, -1.15903, -10.65306], [0.47321, -4.37879, -4.84672], [-0.68482, -5.77798, -4.77680], [-0.66511, -4.77614, -3.48676], [-0.19396, -2.10719, -4.97462], [-1.23679, -2.43948, -3.65440], [-2.06955, -0.59160, -4.80230], [-3.26212, -1.96537, -5.07582], [-2.64723, -2.11183, -7.05826], [-2.54675, 0.79805, -6.78364], [-3.82110, -0.21862, -6.63760], [-2.14775, 0.26508, -9.18772], [-3.77356, 0.73860, -8.77256], [-4.52128, -0.44618, -10.86660], [-4.04172, -2.18335, -10.84916], [-2.80649, -0.90982, -11.18470], [-1.11991, 1.62543, 2.32608], [-0.71024, 0.77081, 1.25858], [-0.56593, 1.31390, -0.11756], [-0.27339, 0.15363, -1.08629], [0.97048, -0.45725, -0.66461], [1.31411, -1.60481, -1.57596], [2.73685, -2.10087, -1.11123], [2.70327, -2.60414, 0.21181], [3.83700, -2.28109, 0.97314], [-1.11432, 1.07906, 3.26924], [-2.11213, 2.04494, 2.15990], [-0.34260, 2.38955, 2.32706], [0.17400, 2.10916, -0.20793], [-1.49794, 1.76293, -0.46084], [-0.07179, 0.65693, -2.03189], [-1.19800, -0.42296, -1.05900], [0.92795, -0.76899, 0.29514], [1.36236, -1.51747, -2.66138], [0.59899, -2.37053, -1.27532], [3.51089, -1.34602, -1.24960], [3.04203, -2.95635, -1.71382], [3.74550, -2.59138, 2.01403], [4.11161, -1.22796, 1.03313], [4.67881, -2.77551, 0.48836], [0.12313, -3.40819, -10.92453], [-0.39353, -4.10326, -9.80136], [-0.31797, -3.43581, -8.50680], [0.76445, -4.15392, -7.73622], [1.98838, -4.22499, -8.51482], [3.04474, -5.10446, -7.93787], [3.59161, -4.65837, -6.59260], [2.77263, -4.90245, -5.44206], [3.31366, -4.21909, -4.31038], [-0.13874, -3.96047, -11.82703], [1.20495, -3.47664, -10.81022], [-0.26061, -2.39208, -11.01599], [-1.27879, -3.38222, -7.99490], [-0.03222, -2.40054, -8.69298], [0.43832, -5.04566, -7.20092], [0.93378, -3.61511, -6.80396], [1.69539, -4.52188, -9.43466], [3.89121, -5.08561, -8.62433], [2.74070, -6.13589, -7.75956], [3.88519, -3.61071, -6.65824], [4.52487, -5.21035, -6.48102], [2.71578, -4.50495, -3.44498], [3.14853, -3.14357, -4.37428], [4.38700, -4.33099, -4.15698], [3.34117, 0.11771, 3.39427], [3.48948, -1.12801, 3.95996], [2.45352, -1.55593, 4.78812], [1.20321, -2.03517, 4.05056], [1.32088, -3.40192, 3.61074], [-0.01313, -3.70367, 3.04451], [-0.29855, -3.47863, 1.51265], [-1.26214, -4.40984, 1.00369], [-1.47776, -4.15067, -0.37031], [3.01273, 0.83367, 4.14768], [2.59789, 0.03318, 2.60150], [4.29737, 0.42299, 2.96930], [2.11046, -0.77846, 5.47073], [2.76979, -2.29589, 5.52333], [0.99368, -1.40278, 3.18784], [0.36021, -1.92845, 4.73325], [1.94787, -3.57268, 2.83755], [-0.76618, -3.21062, 3.65926], [-0.09430, -4.78948, 3.09476], [0.63826, -3.69722, 1.00009], [-0.60624, -2.44713, 1.34106], [-2.46920, -4.51625, -0.63771], [-0.68607, -4.69832, -0.88159], [-1.36736, -3.11380, -0.68782], [-1.59985, 2.57908, 8.70280], [-2.12322, 1.42095, 8.00828], [-3.45453, 1.61799, 7.51747], [-3.99109, 0.29761, 6.91227], [-3.36639, 0.00845, 5.59341], [-3.79100, -1.32177, 5.16831], [-3.07779, -1.67956, 3.80475], [-3.76846, -1.21537, 2.67700], [-3.17041, -1.40875, 1.36561], [-2.18048, 3.01750, 9.51444], [-1.36132, 3.28549, 7.90769], [-0.60717, 2.28708, 9.04547], [-3.24281, 2.34026, 6.72904], [-4.09469, 2.04418, 8.28990], [-5.03051, 0.55354, 6.70684], [-3.89704, -0.52669, 7.61922], [-2.35761, 0.03940, 5.63221], [-4.87838, -1.32690, 5.09295], [-3.48264, -2.10197, 5.86423], [-2.93845, -2.75977, 3.84751], [-2.09248, -1.21415, 3.83025], [-2.16458, -1.00514, 1.24942], [-3.55612, -0.82400, 0.53051], [-3.10454, -2.46489, 1.10419], [1.87989, 2.75087, 6.91563], [0.50972, 2.98579, 6.55550], [0.31306, 3.33585, 5.19931], [0.81464, 4.74695, 4.68692], [-0.07005, 5.89807, 4.82750], [-0.67946, 5.93251, 6.19820], [-1.37960, 7.33396, 6.37240], [-2.60553, 7.40274, 5.55770], [-3.37825, 8.66203, 5.73885], [2.31174, 3.54506, 7.52462], [2.53988, 2.29938, 6.17491], [1.89155, 1.87592, 7.56556], [-0.73576, 3.61309, 5.09340], [0.58973, 2.48361, 4.57863], [0.84456, 4.78095, 3.59786], [1.75729, 4.95513, 5.19304], [0.45509, 6.74380, 4.65696], [0.02462, 5.69972, 6.99706], [-1.56772, 5.32026, 6.35393], [-0.63100, 8.07987, 6.10534], [-1.62186, 7.53564, 7.41582], [-3.48475, 8.91690, 6.79327], [-4.43624, 8.57473, 5.49160], [-3.10305, 9.57232, 5.20619], [6.22296, -1.85930, -1.96946], [5.82782, -2.13640, -3.06876], [6.07064, -0.65054, -1.51643], [6.78338, -2.72368, -1.18997], [5.52916, 0.01131, -2.05388], [6.55912, -0.35676, -0.68266], [6.90913, -2.39214, -0.24425], [6.89854, -3.68847, -1.46568], [3.64802, 0.71927, -3.78907], [4.03261, 1.11837, -2.73636], [3.78529, -0.48332, -4.29049], [2.84184, 1.31975, -4.57685], [3.67817, -0.68729, -5.27386], [4.27610, -1.12711, -3.68655], [2.32009, 2.09980, -4.20347], [2.61249, 0.90767, -5.46998], [-5.05538, 2.35752, 3.24210], [-5.39639, 3.39893, 2.75507], [-4.25208, 2.23590, 4.23509], [-5.42720, 1.20624, 2.72245], [-3.91313, 1.32055, 4.49461], [-3.65969, 3.01590, 4.48162], [-5.01315, 0.33375, 3.01814], [-5.93898, 1.13633, 1.85452], [2.02917, 5.37268, 0.81550], [1.78185, 6.36354, 1.52762], [3.09262, 4.66675, 0.94110], [1.32230, 4.83267, -0.17732], [2.98508, 3.76702, 0.49497], [3.66430, 4.94896, 1.72445], [1.74826, 4.01086, -0.58141], [0.42843, 5.19703, -0.47454], [-3.49200, 3.96625, -0.18100], [-2.50066, 4.16363, -0.82136], [-4.52352, 3.36676, -0.65994], [-3.67490, 4.52783, 0.98813], [-4.53626, 3.06378, -1.62334], [-5.25756, 3.04675, -0.04441], [-4.46534, 4.20950, 1.53032], [-2.91739, 5.00048, 1.46023], [2.71144, 2.23660, -0.62388], [3.18356, 1.90964, -1.38967], [2.12677, 1.51963, -0.37824], [-0.42959, 0.52253, 6.03160], [0.11417, 1.26667, 5.77313], [-1.05149, 0.88700, 6.66138], [6.04953, -2.15575, 3.46379], [5.23724, -1.65312, 3.52534], [5.79365, -3.05265, 3.67903]], "forces_ev_per_a": [[-0.2116, -0.0556, 0.3129], [0.5109, 1.3244, 0.4216], [-0.8692, -1.5990, 0.4278], [1.0819, 0.7052, -1.0546], [-0.0160, -0.1465, 0.2581], [-0.9254, -0.3140, -0.4393], [0.8867, 1.7980, 1.8495], [-0.6922, -1.4841, 0.8608], [-0.0137, -0.6613, 0.3312], [0.2077, -0.4613, 0.2708], [-0.0812, 0.1845, -1.0741], [0.2110, 0.7693, 0.4704], [0.1554, -0.2496, -0.6517], [-0.1135, -0.2413, 0.3879], [-0.4724, 0.0536, 0.4507], [-0.1027, 0.2017, 0.5589], [0.3154, -0.2681, -0.8795], [1.0345, -0.0622, -0.1726], [-0.8819, -0.1455, -0.4085], [0.4704, 0.1706, 0.0739], [-0.4452, 0.1816, -0.5010], [-0.0579, 0.1035, -0.1799], [-0.0456, 0.2248, -0.7295], [0.0027, 0.0741, -0.3460], [0.7893, 0.3353, -1.2746], [0.1930, -0.6745, -1.4889], [-1.0155, -0.2583, 0.8514], [0.5373, 1.9589, 2.0055], [0.1969, -0.1798, -2.3459], [1.7739, -0.6803, 3.2549], [-0.8056, -0.6994, -0.8672], [-0.9027, 0.9704, 0.7591], [0.8885, -0.3359, -0.2034], [0.0973, -0.2576, -0.1520], [-0.0581, 0.1713, -0.0722], [-0.3224, 0.6211, 0.5879], [0.2572, -0.0640, 0.5055], [-0.2793, 0.1865, 0.3307], [-0.4487, -0.3316, -0.3442], [0.1121, -0.7741, -0.4900], [-0.1091, -0.3514, 0.0078], [-0.3733, 0.9569, 0.1330], [0.0245, -0.5774, -0.6622], [-0.2104, 0.3913, 0.1999], [-0.0131, -0.0269, -0.5034], [-0.2818, -0.3711, -0.2903], [-0.4446, 0.4023, -0.3719], [0.3967, -0.1748, 0.3624], [0.1989, -0.6799, 0.6266], [-1.3116, 0.0113, 0.3244], [0.7644, -0.2365, -1.3353], [-0.0374, 0.8048, 1.6475], [0.3896, -0.5432, 0.8665], [-1.0298, 0.6540, 0.2176], [0.4088, 0.2009, -0.0977], [0.6280, 0.3906, -0.3868], [-0.8368, 0.2534, -0.0914], [-0.2132, -0.0759, 0.1095], [0.2137, 0.8828, -0.5784], [0.1878, 0.1667, 0.1257], [0.0925, -0.5560, -0.2410], [0.1715, 0.1434, 0.1039], [-0.2770, -1.0684, -1.0046], [0.3695, 0.9208, -0.0885], [0.4175, -0.4798, 0.0492], [-0.0251, -0.1190, -0.0198], [-0.3492, -0.3508, -0.4105], [-0.2012, 0.3756, 0.1480], [0.2361, -0.1609, 0.2505], [0.2955, -0.4483, 0.0550], [-0.0244, 0.3243, -0.3977], [0.0221, -0.4726, -0.0112], [-0.5524, 0.5419, -0.5364], [1.1934, -1.3885, 0.7305], [-1.6317, 0.2448, 0.7840], [1.6616, 0.5568, 0.0259], [-1.9833, -0.3505, -0.5635], [-0.3647, -1.9132, -0.9401], [0.8865, -0.2458, 1.0047], [-0.3052, 1.3711, 0.8757], [0.4142, -0.8520, 0.0183], [-0.0248, 0.3074, -0.0155], [-0.1303, 0.5622, -0.2482], [-0.0444, 0.0630, 0.0227], [0.1276, 0.8264, -0.1618], [0.5082, -0.4905, -0.6065], [-0.0660, 0.6573, -0.0323], [0.0392, -0.1988, 0.0579], [0.6303, 0.5289, 0.0833], [-0.0229, -0.3644, -0.0814], [-0.5416, -0.1496, 0.4052], [0.2612, 0.3681, -0.2088], [-0.0567, 0.0791, -0.3253], [0.1297, -0.0655, -0.0859], [-0.1325, -0.1483, -0.6202], [-0.2132, 0.3255, 0.3884], [0.9985, -0.5707, -1.5345], [-0.3454, -0.1755, 1.7825], [1.3914, -0.5112, -0.6823], [0.6078, 1.8998, -0.5305], [-0.7845, -0.6518, 1.0985], [0.9987, 0.2722, -1.7476], [-0.1753, 0.0487, 1.1311], [-0.6025, 0.4024, -1.3792], [1.1306, -0.1815, 0.4357], [-0.4117, -0.4041, -0.1502], [-0.3619, 0.6377, 0.2910], [-0.1896, -0.1593, 0.3598], [-1.0990, 0.3212, -0.3171], [-0.1298, -0.1435, 0.0025], [-0.2896, -0.5154, 0.0715], [-0.0670, -0.0495, 0.1082], [0.2394, -0.0858, 0.1384], [-0.0514, -0.1775, -0.1941], [-0.0502, -0.1132, 0.2826], [-0.0939, -0.2535, -0.6227], [0.3578, 0.0042, 0.0706], [0.4977, -0.0842, 1.1082], [-1.5278, -0.0423, 0.5577], [-0.3661, -0.0918, 0.0777], [-0.3931, -1.2851, 1.1035], [1.3683, 0.6105, -0.1598], [-0.9821, 2.6243, -0.6514], [0.8129, -0.4312, -0.3487], [-1.9024, -1.3406, 2.6735], [-1.3638, 2.4088, -1.0366], [0.0157, -0.3114, -0.4191], [0.2266, 1.7066, 0.6816], [-0.0760, -0.9260, 0.7900], [0.0987, 0.3141, -0.6224], [-0.0646, 1.0211, -0.9448], [-0.5610, 0.0043, 0.6288], [-0.6218, -1.2665, 0.0782], [0.1859, 0.3961, -0.5226], [1.1859, -0.9680, -0.1388], [0.5792, -0.0656, -0.3346], [0.0298, 0.0387, -0.0374], [0.1757, 0.2924, 0.2080], [0.3024, -0.9257, -0.6039], [-0.2175, 0.4623, -0.4215], [-0.2076, -0.2144, 0.1802], [0.6630, -0.0298, 0.3295], [0.1208, -1.0582, -0.5879], [1.0331, -0.3676, -0.2556], [-0.6449, 0.2347, -1.5602], [-1.3285, -1.2959, -3.2266], [0.1754, 3.0594, 2.0204], [1.8205, -1.9672, 2.9140], [0.0277, 0.2420, 0.0875], [-0.3236, 0.2349, -0.2070], [0.3310, -0.9298, 0.0590], [-0.0505, 0.3917, 0.1828], [-0.8060, -2.0379, -1.2665], [1.5979, 1.0004, 3.4023], [2.1489, -4.0144, 0.5186], [-3.5357, 4.9809, -2.6828], [0.0842, -0.1077, 0.4804], [0.7626, -0.5505, -0.6480], [0.1964, 0.1916, -0.6096], [-0.4170, 0.4792, 0.4804], [-0.5854, -0.2397, -1.8515], [-1.3762, 3.0323, -1.0440], [2.6899, 0.5508, 3.2866], [-1.3178, -3.2571, -1.2953], [0.2835, -0.2820, 0.4641], [-0.4037, 0.0570, -0.0414], [0.1228, 0.0586, -0.1218], [0.0016, 0.4903, 0.3971], [-2.4172, 3.2144, 0.9447], [-0.3936, -0.5816, -0.8082], [3.8806, -1.6152, 1.4216], [-2.2675, 0.3025, -1.3484], [1.5342, -0.4601, 0.6818], [0.2212, -0.7761, -0.2400], [-0.8060, 0.1312, -0.5817], [0.1808, -0.2208, 0.0934], [1.7813, 2.3344, 0.6230], [3.1980, 0.0002, -2.1887], [-4.2563, -3.1978, -1.8278], [-0.3805, 0.7553, 2.8188], [0.2023, 0.0143, 0.4021], [-0.0225, 0.2101, -0.2517], [0.0425, 0.3551, 0.5632], [-0.0912, -0.2459, -0.2885], [-0.2290, 0.6719, 0.5931], [0.5491, -0.2498, -0.6790], [-0.2988, -0.6647, 0.0677], [0.2956, -1.1504, -0.9225], [-0.0779, -0.0242, 0.2542], [-0.1655, 0.4252, 0.9305], [0.7481, -0.0539, -0.3535], [-0.5312, 0.0830, 0.3192], [-0.0575, -0.1857, 0.0904]], "mulliken_charge": [-0.036, -0.470, 0.281, -1.130, -0.210, -0.931, -0.641, -0.286, -0.777, 0.080, 0.309, -0.135, 0.161, 0.209, 0.399, 0.433, 0.256, 0.422, 0.477, 0.370, 0.424, 0.326, 0.248, 0.292, -0.003, 0.402, 0.000, -0.854, 1.711, -0.118, -0.834, -0.307, -0.296, -0.414, 0.003, 0.375, -0.195, 0.056, 0.385, 0.170, -0.811, 0.307, -0.479, 0.050, 0.599, 0.122, 0.087, 0.367, -0.549, -0.489, -0.047, 0.007, -0.256, -0.943, -0.513, -0.356, -0.785, 0.270, 0.312, 0.191, -0.004, 0.293, 0.361, -0.307, 0.151, 0.482, 0.367, 0.281, 0.488, 0.391, 0.222, 0.468, 0.355, -0.351, -1.211, 0.705, -0.423, -1.279, 1.297, -0.579, -0.705, -0.453, -0.060, 0.296, 0.211, 0.464, -0.283, 0.427, 0.192, 0.089, 0.414, 0.335, -0.447, 0.395, 0.507, -0.007, -0.484, -0.539, -0.288, -0.895, 0.328, -1.333, 0.326, -0.460, -0.398, 0.398, -0.019, 0.224, 0.051, 0.504, 0.428, 0.524, -0.220, 0.439, 0.558, 0.521, -0.368, -0.429, 0.419, 0.504, -1.029, 0.150, 0.085, -0.783, -0.216, -0.129, -0.749, -0.252, -0.838, 0.336, 0.318, 0.289, -0.133, 0.564, 0.040, 0.415, 0.290, 0.253, -0.068, 0.362, 0.444, 0.306, 0.285, 0.310, 0.660, -0.725, -0.206, -0.398, 0.097, 0.162, 0.167, 0.219, 0.773, -0.841, 0.043, -0.434, 0.244, -0.348, 0.234, 0.131, 0.717, -0.866, 0.114, -0.268, 0.117, 0.032, 0.085, 0.231, 0.617, -0.746, -0.262, -0.189, 0.256, 0.242, 0.135, 0.173, 0.613, -0.697, -0.334, -0.287, 0.231, 0.158, 0.240, 0.179, -0.768, 0.353, 0.110, -0.789, 0.106, 0.339, -0.696, 0.415, 0.299]}

***

Respective HOMO-LUMO gap values: 8.57; 8.92 eV.
Respective energy above the lowest of the compared OMol25 structures with the same formula, charge and spin values: 445.6; 519.5 kJ/mol.